A 7-piece molecular cluster, C43H85BrF4N4O14PS6 overall in a non-equilibrium geometry, computed with ωB97M-V/def2-TZVPD.

Atoms and positions in Å:
C1 -1.062237 4.851194 -2.895297
O1 -0.288085 4.256727 -4.000604
C2 0.579874 3.244672 -3.326557
C3 1.441385 2.333329 -4.411912
C4 3.009556 2.299497 -3.920080
C5 3.715560 0.847294 -4.206467
C6 3.884273 -0.012532 -2.820440
C7 4.785867 0.713485 -1.657246
C8 4.923677 -0.361360 -0.420422
N1 4.302604 0.082079 0.883324
C9 2.978511 -0.167092 1.268767
N2 2.016085 -0.889099 0.356948
C10 0.878126 -1.557689 1.084719
P1 1.321587 -3.427209 1.409463
O2 1.218666 -4.136533 -0.212808
Br1 3.408422 -3.642607 2.282899
C11 0.318971 -0.796545 2.411271
C12 1.133462 0.587768 2.821539
C13 0.900699 0.711645 4.474958
C14 1.430025 2.120185 5.112330
C15 3.059153 2.274302 5.228054
C16 3.314877 3.706033 6.054392
C17 4.837215 3.738693 6.661242
N3 4.765654 3.142095 8.063138
C18 0.561945 1.941902 2.085007
F1 1.544419 3.090349 2.103814
F2 -0.698507 2.393505 2.786653
C19 0.141761 1.753876 0.511278
F3 1.320765 1.954625 -0.411865
F4 -0.777761 2.910565 0.193739
N4 2.614847 0.344281 2.651322
H1 -1.222572 6.005675 -3.012895
H2 -2.118876 4.333872 -2.891856
H3 -0.600292 4.659426 -1.824503
H4 -0.102943 2.582091 -2.633957
H5 1.282621 3.881802 -2.604984
H6 1.399272 2.761651 -5.501012
H7 1.047473 1.207249 -4.367069
H8 3.693228 3.121067 -4.446379
H9 3.013764 2.568205 -2.776936
H10 4.801243 1.045187 -4.645507
H11 3.123022 0.171110 -4.990872
H12 2.882336 -0.353835 -2.320405
H13 4.470971 -1.010487 -3.112463
H14 5.856456 0.904042 -2.130112
H15 4.392920 1.754855 -1.298113
H16 6.094287 -0.492167 -0.232795
H17 4.540769 -1.399318 -0.824484
H18 4.938761 0.622807 1.544098
H19 2.464610 -1.643067 -0.208299
H20 -0.030127 -1.608909 0.311277
H21 1.060563 -3.355026 -0.850997
H22 0.403113 -1.560796 3.319006
H23 -0.836682 -0.536397 2.335738
H24 1.529511 -0.155154 5.002782
H25 -0.229870 0.482518 4.771936
H26 0.970217 3.094190 4.597934
H27 1.018340 2.156405 6.232411
H28 3.564651 2.413906 4.157090
H29 3.593454 1.365417 5.745762
H30 3.182200 4.644051 5.346521
H31 2.462647 3.810307 6.885017
H32 5.506433 3.092311 5.914843
H33 5.297369 4.818586 6.655649
H34 4.564578 2.120169 7.902711
H35 3.918284 3.607347 8.502141
H36 -0.475942 0.791974 0.267693
H37 3.000845 -0.315192 3.384498
C20 -3.930555 -6.624382 2.748745
C21 -2.948880 -6.618940 1.577898
C22 -2.523042 -5.170622 1.343154
S1 -2.660715 -4.347079 2.922547
O3 -3.703319 -3.346706 2.831067
O4 -1.333593 -4.041055 3.418076
C23 -3.299451 -5.747750 3.820182
H38 -4.117763 -7.637258 3.117067
H39 -4.888674 -6.196872 2.429868
H40 -2.071260 -7.224438 1.834981
H41 -3.392745 -7.051142 0.675632
H42 -1.490977 -5.107116 0.989139
H43 -3.190304 -4.666424 0.638726
H44 -4.011757 -5.413725 4.576510
H45 -2.454203 -6.254103 4.295796
C24 -1.866472 5.971090 2.578060
C25 -2.201404 7.218882 3.393804
C26 -1.139210 7.353102 4.483664
S2 0.339031 6.585313 3.837938
O5 0.635385 5.413650 4.635130
O6 1.328329 7.608975 3.566171
C27 -0.373959 6.052238 2.294211
H46 -2.449260 5.921686 1.653644
H47 -2.088526 5.073462 3.167462
H48 -2.173446 8.099761 2.740958
H49 -3.205427 7.162481 3.825839
H50 -0.932249 8.400628 4.716850
H51 -1.428965 6.819175 5.392858
H52 0.058642 5.096688 1.992940
H53 -0.156952 6.817851 1.543351
C28 6.183452 1.997593 -8.669933
C29 7.005742 0.710048 -8.644115
C30 6.107710 -0.396710 -8.093938
S3 4.433340 0.063262 -8.514140
O7 3.708619 0.332469 -7.290033
O8 3.931237 -0.840299 -9.529976
C31 4.842869 1.618615 -9.281457
H54 6.679443 2.784775 -9.245228
H55 6.039283 2.364760 -7.646779
H56 7.319793 0.457374 -9.664147
H57 7.911582 0.820435 -8.039826
H58 6.341892 -1.365237 -8.542974
H59 6.177416 -0.464320 -7.004791
H60 4.058177 2.350888 -9.083928
H61 4.935652 1.446482 -10.357936
C32 -7.484242 -7.275145 -2.588914
C33 -7.819174 -6.027354 -1.773171
C34 -6.756980 -5.893134 -0.683311
S4 -5.278740 -6.660923 -1.329037
O9 -4.982385 -7.832586 -0.531845
O10 -4.289441 -5.637261 -1.600804
C35 -5.991729 -7.193998 -2.872764
H62 -8.067031 -7.324550 -3.513330
H63 -7.706296 -8.172774 -1.999513
H64 -7.791216 -5.146475 -2.426017
H65 -8.823197 -6.083755 -1.341136
H66 -6.550020 -4.845608 -0.450125
H67 -7.046735 -6.427061 0.225883
H68 -5.559128 -8.149548 -3.174035
H69 -5.774722 -6.428385 -3.623624
C36 -7.158700 -8.304545 7.402149
C37 -6.534593 -9.682314 7.185713
C38 -5.998899 -9.723606 5.755540
S5 -5.598202 -8.037142 5.323172
O11 -6.484949 -7.610804 4.261075
O12 -4.158442 -7.896741 5.234678
C39 -6.153286 -7.304989 6.850080
H70 -7.373135 -8.117208 8.458345
H71 -8.101702 -8.234492 6.846920
H72 -5.708572 -9.823737 7.893260
H73 -7.257070 -10.485764 7.360047
H74 -5.100325 -10.341191 5.680228
H75 -6.757370 -10.082208 5.054257
H76 -6.586262 -6.321921 6.657487
H77 -5.286500 -7.212277 7.511239
C40 0.530146 8.474115 -5.750465
C41 2.055902 8.538127 -5.699766
C42 2.568363 7.112764 -5.500284
S6 1.339910 6.034602 -6.221484
O13 0.740788 5.247044 -5.164630
O14 1.879786 5.434420 -7.425132
C43 0.196556 7.320588 -6.684726
H78 0.095664 9.414494 -6.101951
H79 0.135088 8.271745 -4.747761
H80 2.435877 8.937429 -6.647981
H81 2.406896 9.199248 -4.901255
H82 3.527469 6.956420 -6.000474
H83 2.656589 6.864010 -4.439148
H84 -0.829545 6.964524 -6.578342
H85 0.397046 7.587150 -7.726740

Forces on atoms 1 to 2 (eV/Å):
-1.257 -0.349 0.491
-2.947 -3.911 6.996

molar mass: 1261.44 g/mol
DFT total energy: -235788.3423 eV
charge: +1
strongest force on any atom: 8.54 eV/Å
LUMO level: -3.36 eV
frontier orbital gap: 6.468 eV
highest occupied orbital energy: -9.829 eV

***

C43H86Br9F16O22P5 as an isolated structure in a non-equilibrium geometry, computed with ωB97M-V/def2-TZVPD.

Atoms and positions in Å:
C1 1.582716 -3.941287 0.804840
C2 1.609433 -5.423465 0.538309
O1 1.521981 -5.646035 -0.880143
P1 1.660475 -7.151341 -1.348402
O2 1.057687 -8.090531 -0.409961
O3 3.196094 -7.436743 -1.566437
C3 3.851197 -6.778191 -2.714322
C4 4.842230 -7.812314 -3.292028
O4 1.085288 -7.225912 -2.813960
C5 -0.293507 -6.958375 -3.114037
C6 -0.471496 -5.515060 -3.539986
H1 0.567084 -3.568977 0.640614
H2 1.861469 -3.663383 1.821800
H3 2.242636 -3.382296 0.137894
H4 2.487153 -5.971128 0.887822
H5 0.777225 -5.874093 1.086085
H6 3.174193 -6.308423 -3.428555
H7 4.378191 -5.932208 -2.259355
H8 5.183754 -7.568825 -4.300569
H9 5.718025 -7.777386 -2.635900
H10 4.481489 -8.833731 -3.263279
H11 -0.487022 -7.592532 -3.983434
H12 -1.045750 -7.253984 -2.381220
H13 -0.398813 -4.878468 -2.658105
H14 0.254005 -5.248212 -4.299216
H15 -1.516337 -5.461905 -3.862593
C7 2.385711 -1.442501 5.016099
C8 2.435321 0.008063 5.427669
O5 2.955421 0.241626 6.719666
P2 4.281756 -0.453497 7.169179
O6 5.343925 -0.446353 6.161677
O7 4.613074 0.284843 8.510807
C9 5.337755 1.528286 8.614519
C10 6.870450 1.408372 8.597592
O8 3.786233 -1.842312 7.694763
C11 4.722620 -2.780717 8.325584
C12 4.036737 -3.602218 9.398828
H16 3.314731 -1.970823 5.244942
H17 1.576594 -2.023638 5.444815
H18 2.400314 -1.437446 3.918943
H19 2.975881 0.628282 4.713051
H20 1.426632 0.413688 5.370631
H21 5.106432 2.177779 7.753767
H22 5.031948 2.043800 9.528175
H23 7.330855 2.388453 8.711621
H24 7.263083 0.723966 9.356516
H25 7.209287 1.027371 7.627650
H26 5.152649 -3.419075 7.552594
H27 5.482450 -2.157984 8.820482
H28 3.451344 -4.428079 8.957620
H29 4.732028 -4.190072 10.003503
H30 3.344114 -3.060453 10.039458
C13 -5.432923 -6.373121 -7.094071
C14 -4.794160 -5.827635 -8.363671
O9 -3.674773 -4.983075 -8.148967
P3 -3.766702 -3.641553 -7.334247
O10 -4.345108 -3.736937 -5.997687
O11 -2.286967 -3.140483 -7.323425
C15 -1.205729 -3.963960 -6.862679
C16 0.031144 -3.080439 -6.922784
O12 -4.530294 -2.663592 -8.294031
C17 -4.094602 -2.303665 -9.634188
C18 -2.783895 -1.588453 -9.807123
H31 -6.514475 -6.459420 -7.213713
H32 -5.075037 -7.397219 -6.946979
H33 -5.237476 -5.828010 -6.179400
H34 -4.552862 -6.653533 -9.024617
H35 -5.509242 -5.217004 -8.926965
H36 -1.372524 -4.261909 -5.826664
H37 -1.061481 -4.852929 -7.478714
H38 0.187214 -2.665588 -7.920116
H39 -0.029021 -2.208269 -6.264174
H40 0.914775 -3.627942 -6.582421
H41 -3.966130 -3.281174 -10.157356
H42 -4.917814 -1.949474 -10.258299
H43 -2.623374 -0.723100 -9.157152
H44 -1.954115 -2.261614 -9.610663
H45 -2.646229 -1.213205 -10.823191
C19 2.853185 10.201619 2.503052
C20 1.802867 10.363626 1.404137
O13 1.422729 9.038329 1.045032
P4 -0.006220 8.654450 0.533931
O14 -1.080573 9.577410 0.752163
O15 0.267933 8.240664 -0.963899
C21 -0.120136 9.033714 -2.115257
C22 1.142392 9.688093 -2.710254
O16 -0.223306 7.264221 1.209778
C23 0.224257 6.070059 0.609278
C24 0.045051 4.921860 1.551140
H46 3.302021 11.132503 2.844850
H47 2.423921 9.645389 3.336931
H48 3.679637 9.584965 2.133035
H49 0.990320 10.935878 1.844845
H50 2.268032 10.813473 0.530886
H51 -0.554812 8.429969 -2.908177
H52 -0.733804 9.864435 -1.752966
H53 1.836005 8.870007 -2.913220
H54 1.004347 10.289679 -3.602529
H55 1.539624 10.335760 -1.924372
H56 -0.283696 5.865288 -0.342030
H57 1.272054 6.098934 0.281561
H58 0.688703 5.073220 2.432442
H59 -0.903878 4.993747 2.096856
H60 0.296943 3.953276 1.141687
C25 -1.126710 -2.148312 3.383860
C26 -0.553626 -0.960175 2.664804
O17 -1.314924 -0.785947 1.444782
P5 -0.603067 -0.208837 0.177230
O18 0.829938 -0.476127 0.024004
O19 -0.877562 1.350803 0.171177
C27 -2.231331 1.870338 0.313733
C28 -2.769030 2.253232 -1.026241
O20 -1.488228 -0.675083 -1.047452
C29 -0.842157 -1.583754 -1.978723
C30 -1.807648 -2.139452 -2.992958
H61 -2.178255 -1.919131 3.565807
H62 -1.104051 -3.032905 2.744721
H63 -0.685051 -2.364448 4.352999
H64 -0.766872 -0.103378 3.312653
H65 0.513745 -0.960632 2.455563
H66 -2.827741 1.033678 0.714526
H67 -2.281543 2.623210 1.096789
H68 -2.202845 3.065078 -1.477873
H69 -2.818051 1.405314 -1.698835
H70 -3.812950 2.581471 -0.953920
H71 -0.081134 -1.035817 -2.543864
H72 -0.362560 -2.393229 -1.418882
H73 -1.326879 -2.905946 -3.603185
H74 -2.705051 -2.585230 -2.553126
H75 -2.170154 -1.400268 -3.716759
C31 3.355338 0.357008 -3.790927
C32 3.303939 -1.145247 -3.888350
C33 2.851202 -1.908874 -2.646022
F1 2.903218 -3.305655 -2.853102
F2 3.580123 -1.583163 -1.516814
F3 2.379541 -1.475327 -4.916302
F4 4.531832 -1.683435 -4.336842
O21 2.091146 0.876821 -3.386051
C34 1.591045 1.858880 -4.197813
C35 0.376981 2.396024 -3.466973
F5 -0.146220 3.594016 -3.983263
F6 -0.607007 1.425031 -3.406987
F7 2.477063 2.764454 -4.570134
F8 1.189567 1.222665 -5.366133
H76 3.630024 0.736148 -4.774404
H77 4.123437 0.677556 -3.082493
H78 1.814542 -1.618653 -2.416467
H79 0.600489 2.659455 -2.416319
C36 -3.295927 4.105083 7.253039
C37 -4.085689 5.298873 6.698122
C38 -3.373314 6.642265 6.795894
F9 -3.114877 6.847353 8.119452
F10 -2.208461 6.720311 6.086794
F11 -4.604286 5.034079 5.491447
F12 -5.204384 5.508415 7.493470
O22 -3.530311 2.979329 6.468442
C39 -2.987380 1.833394 6.925664
C40 -3.928142 0.719454 6.501846
F13 -3.405078 -0.465642 7.058175
F14 -5.147289 0.883860 6.996338
F15 -1.774542 1.681037 6.324822
F16 -2.827095 1.841795 8.260365
H80 -3.481573 4.008291 8.316300
H81 -2.247229 4.419626 7.112705
H82 -4.058131 7.403050 6.398652
H83 -3.912816 0.461613 5.433457
C41 -5.650628 -0.481878 -3.894777
Br1 -5.091247 -0.335638 -2.028115
Br2 -4.912205 0.949584 -4.933024
Br3 -7.585145 -0.487097 -3.889762
H84 -5.205416 -1.415354 -4.199921
C42 -5.770638 -1.051348 1.871279
Br4 -7.464061 -1.237084 1.015339
Br5 -4.704720 -2.655895 1.917670
Br6 -6.016591 -0.371675 3.678432
H85 -5.284927 -0.273394 1.306662
C43 3.248743 1.846137 0.414189
Br7 3.334023 3.577016 -0.464570
Br8 2.230803 1.905928 2.025607
Br9 5.048958 1.207892 0.624280
H86 2.758509 1.186639 -0.285318

Forces on atoms 1 to 2 (eV/Å):
0.081 0.537 -0.372
0.111 -0.227 0.774

molar mass: 2133.11 g/mol
DFT total energy: -811349.4506 eV
charge: 0
strongest force on any atom: 3.18 eV/Å
LUMO level: -0.18 eV
frontier orbital gap: 9.925 eV
highest occupied orbital energy: -10.102 eV

***

Question: frontier orbital gap of number 2 (C43H86Br9F16O22P5)?
Answer: 9.925 eV

***

Question: Among the records above, which one has the highest strongest force on any atom?
Answer: C43H85BrF4N4O14PS6

***

Question: Number 2 is which compound?
Answer: C43H86Br9F16O22P5

***

Question: The highest charge belongs to which entry?
Answer: C43H85BrF4N4O14PS6